Formula: C15H22FNO3S
Source: the Open Molecules 2025 dataset
Level of theory: the ωB97M-V functional and the def2-TZVPD basis

XYZ file:
```
43
Properties=species:S:1:pos:R:3:forces:R:3
C 3.9288 -0.3287 2.9321 -1.4 1.5 -2.4
C 3.3515 -1.5446 2.2066 -4.6 1.8 -1.8
H 3.8298 -2.3670 2.5302 1.4 -3.0 1.1
H 2.1890 -1.6009 2.4432 2.4 -0.2 -0.4
O 3.3928 -1.7529 0.6502 0.0 1.4 5.7
C 2.6085 -0.8220 0.0721 -1.9 2.5 1.6
C 2.8770 -0.8707 -1.1849 -5.4 7.4 -7.1
C 2.2928 0.0789 -2.3881 -5.2 0.9 11.8
C 1.2593 0.9365 -1.9236 11.0 -13.3 6.2
C 1.0388 0.8778 -0.4960 -3.7 3.7 -7.2
C 1.5899 0.3249 0.4529 7.7 -8.9 1.6
H 1.2341 0.3029 1.3610 -1.6 0.4 4.8
S -0.2848 1.8160 -0.0219 -1.5 11.3 0.6
O -0.0953 3.4121 -0.3761 -0.5 -6.5 -0.5
O -0.4512 1.8026 1.3843 0.7 -1.7 2.6
N -1.6650 1.3221 -0.6183 7.7 -4.7 1.4
H -2.2311 1.8965 -0.9528 -5.7 6.7 -3.8
C -2.2124 0.0851 -0.1148 0.9 1.6 -7.7
C -3.1111 0.5748 0.8111 -8.3 -2.7 4.0
C -3.9437 -0.7000 1.6019 4.6 -2.2 -10.5
C -4.9525 -1.4120 0.4340 -2.9 8.7 7.3
C -4.4237 -2.3939 -0.2220 7.4 -8.8 -7.2
C -2.9173 -2.0687 -0.8773 -2.0 0.7 -0.5
H -2.8120 -2.7796 -1.6243 0.1 -1.5 -1.7
C -2.6975 -0.5568 -1.5902 5.6 -4.8 10.2
H -1.8591 -0.6628 -2.1482 1.8 0.3 -2.4
H -3.6061 -0.4876 -1.7494 -8.3 2.4 -3.0
H -2.1163 -2.2858 -0.2258 0.7 0.0 1.2
H -4.3249 -3.4632 0.2905 0.0 2.4 -0.5
H -4.9606 -2.6920 -1.1377 -0.3 0.2 0.2
H -5.3528 -0.5188 -0.1395 0.3 -1.2 0.4
H -5.7430 -1.8939 0.9740 -1.2 0.6 0.7
H -3.1444 -1.4339 1.8434 -0.6 0.3 0.0
H -4.4820 -0.5302 2.3433 -4.5 2.3 6.7
H -2.7325 0.9573 1.6648 2.1 1.9 2.2
H -3.9287 1.3317 0.4763 1.5 -1.4 -0.1
H -1.3052 -0.3741 0.1029 0.8 -2.0 1.5
H 0.7822 1.5828 -2.2364 -8.0 11.0 -7.2
H 2.5827 0.0507 -3.2873 2.6 -0.6 -6.7
F 3.8204 -1.4406 -1.6927 6.1 -5.0 -2.2
H 5.0111 -0.3918 2.7373 -0.4 1.1 0.3
H 3.2835 0.6732 2.7537 2.2 -2.0 -0.4
H 3.6944 -0.4363 3.9582 0.2 -0.7 1.2
```
Positions in Å, forces in eV/Å.

Its spin multiplicity is 1. The calculated total energy is -37081.124 eV. For the highest occupied orbital energy, the calculation gives -8.751 eV. The value obtained for the max |F| is 18.3 eV/Å.

***

Formula: H16MnO8
Source: the Open Molecules 2025 dataset
Level of theory: the ωB97M-V functional and the def2-TZVPD basis

XYZ file:
```
25
Properties=species:S:1:pos:R:3:forces:R:3
Mn -0.0037 -0.1529 -0.0177 0.1 -0.2 -0.3
O 1.2429 1.6424 -0.1340 0.8 1.4 -1.2
H 1.4853 2.1660 0.6368 0.2 -0.2 0.0
H 1.3868 2.3032 -0.8589 -0.2 -1.0 0.5
O 0.0736 0.9450 2.1113 0.2 0.4 0.1
H 0.7478 1.6100 2.2989 0.1 -0.2 0.2
H -0.4528 0.9530 2.9071 -0.5 -0.2 0.6
O -1.0963 0.0720 -1.9366 1.1 1.8 0.1
H -1.3061 0.9441 -2.3319 0.1 -0.6 0.4
H -1.7778 -0.4967 -2.2301 -1.2 -1.1 -0.5
O 1.5455 -1.0793 1.3111 -0.7 0.6 0.1
H 1.2672 -1.2363 2.2307 0.4 -0.2 -0.5
H 2.0038 -1.8399 0.9629 0.3 -0.6 0.1
O -1.4566 2.2256 0.1015 -0.2 -0.5 -0.3
H -0.9535 3.0062 -0.0848 0.2 1.0 -1.0
H -1.3300 2.2457 1.0404 -0.4 -0.4 1.1
O 1.7397 -0.7997 -1.7165 -0.2 0.0 0.3
H 2.3791 -0.1412 -1.9987 0.2 0.1 -0.1
H 1.9975 -1.6173 -2.1567 0.3 0.1 -0.1
O -1.8906 -0.7985 0.8791 0.8 2.0 0.2
H -2.0932 -1.7025 0.7808 -0.9 -1.6 0.3
H -2.5226 -0.3212 1.4394 -0.1 -0.5 -0.3
O -0.2201 -2.4289 -0.8105 1.2 1.5 0.3
H 0.1951 -2.5004 -1.6783 -0.5 -0.3 0.0
H -0.9608 -2.9984 -0.7454 -0.9 -1.2 -0.3
```
Positions in Å, forces in eV/Å.

Its spin multiplicity is 6. As for the net charge: +2. The calculated total energy is -47946.996 eV. As for the expectation value of S²: 8.7516. For the highest occupied orbital energy (spin up / spin down), the calculation gives -18.075 / -18.716 eV. The value obtained for the max |F| is 2.2 eV/Å.

***

Formula: C26H33O4Tc
Source: the Open Molecules 2025 dataset
Level of theory: the ωB97M-V functional and the def2-TZVPD basis

XYZ file:
```
64
Properties=species:S:1:pos:R:3:forces:R:3
O 3.3850 1.5406 -2.1748 0.3 0.6 -1.4
C 3.0135 2.1285 -3.4865 -0.9 0.2 -0.5
C 4.4128 2.5526 -3.8613 -0.3 -0.6 0.2
H 2.3288 2.9775 -3.3359 0.1 -0.6 -0.1
H 2.6249 1.3551 -4.1546 -0.1 0.2 0.4
C 4.7884 1.9216 -2.5155 1.4 0.4 -0.6
H 4.5610 3.6279 -3.8935 0.0 -0.1 -0.1
H 4.8437 2.0777 -4.7418 -0.1 0.0 0.1
C 5.3942 3.0374 -1.7143 0.0 -0.1 1.1
H 4.7096 3.8913 -1.6576 0.2 -0.1 0.1
H 6.2985 3.3609 -2.2289 -0.1 0.0 -0.1
H 5.6981 2.7266 -0.7148 0.0 0.1 0.2
C 5.6907 0.7228 -2.6508 0.1 -0.2 0.1
H 5.2980 0.0188 -3.3928 0.1 0.1 0.2
H 5.8219 0.2080 -1.6946 0.1 -0.1 -0.2
H 6.6815 1.0659 -2.9776 -0.2 -0.1 0.0
Tc 2.0017 0.4604 -0.5017 -2.3 1.6 -0.9
C 1.2813 -1.4829 -0.1470 0.2 -1.5 -0.5
C 0.0721 -1.7109 -0.8991 0.5 -1.1 -0.2
C 0.4078 -1.8635 -2.2517 0.1 0.1 -0.2
H -0.8688 -1.9738 -0.4176 0.1 0.5 -0.3
C 1.7956 -1.7156 -2.4186 -0.5 -0.1 0.6
C 2.4044 -1.4986 -1.1124 -0.5 -1.1 0.3
H 3.4198 -1.8095 -0.8634 -0.3 0.0 -0.2
H 1.3390 -1.7717 0.8991 -0.1 -0.1 -0.4
H -0.3054 -2.1164 -3.0360 0.3 0.3 0.2
H 2.3544 -1.8815 -3.3284 -0.1 0.2 0.0
C 1.9349 0.5193 1.6788 0.6 0.3 0.3
C 3.0966 -0.1970 1.2340 1.1 0.5 0.7
C 3.9071 0.6780 0.4521 -0.1 0.6 1.5
H 3.3437 -1.2301 1.4685 -0.2 0.3 -0.2
C 3.2679 1.9835 0.4903 0.0 0.2 1.1
C 2.0580 1.8734 1.2336 1.3 0.1 0.4
H 1.3405 2.6643 1.4153 0.1 -0.2 -0.2
H 1.1416 0.1271 2.3105 0.1 0.0 -0.4
H 4.8475 0.4141 -0.0001 -0.1 0.1 0.0
H 3.6487 2.9062 0.0680 -0.2 -0.4 -0.1
O -0.2930 4.3881 -3.9270 0.1 -1.1 -0.5
C -0.2650 3.2437 -3.0546 -0.6 0.0 0.7
C -0.1968 1.9630 -3.8987 0.4 0.4 -0.1
H -1.2024 3.2345 -2.4665 0.2 0.0 -0.2
H 0.5339 3.3581 -2.2990 -0.1 0.0 -0.4
C -0.8735 2.4113 -5.1798 -0.8 0.5 0.2
H -0.7155 1.1413 -3.4222 0.2 0.2 -0.1
H 0.8379 1.6606 -4.0632 -0.4 0.1 -0.2
C -0.4899 3.8948 -5.2758 0.3 0.1 -0.3
H -1.9599 2.3373 -5.0275 0.2 0.0 -0.1
H -0.6304 1.8148 -6.0566 0.2 0.2 -0.1
H -1.2441 4.5239 -5.7793 0.3 -0.3 0.3
H 0.4606 3.9732 -5.8308 -0.2 0.2 0.1
O -1.5077 0.4886 -1.8608 0.9 0.2 1.4
C -1.0778 0.7389 -0.7337 -1.3 -0.3 -1.5
O 0.1125 1.2565 -0.4862 0.2 -0.4 -0.4
C -2.0010 0.4336 0.4004 0.0 -0.1 0.5
C -1.7330 0.7524 1.7380 -0.5 -0.3 -0.3
C -2.6758 0.4244 2.7180 0.0 0.0 -0.1
C -3.8698 -0.2164 2.3684 0.1 0.0 -0.5
C -4.1220 -0.5663 1.0301 0.7 0.4 0.2
C -3.1803 -0.2389 0.0516 -0.4 0.0 0.5
H -0.8112 1.2752 1.9808 -0.2 0.0 0.1
H -2.4799 0.6790 3.7593 -0.1 0.0 -0.2
H -4.6189 -0.4384 3.1258 0.2 0.0 -0.1
H -5.0330 -1.0739 0.7358 0.0 0.1 0.2
H -3.3610 -0.4804 -0.9937 0.1 0.1 0.3
```
Positions in Å, forces in eV/Å.

Its spin multiplicity is 4. As for the net charge: +1. The calculated total energy is -37875.072 eV. As for the expectation value of S²: 3.7980. For the highest occupied orbital energy (spin up / spin down), the calculation gives -11.137 / -11.280 eV. The value obtained for the max |F| is 2.9 eV/Å.

***

Formula: C5H10N
Source: the Open Molecules 2025 dataset
Level of theory: the ωB97M-V functional and the def2-TZVPD basis

XYZ file:
```
16
Properties=species:S:1:pos:R:3:forces:R:3
C 0.7071 1.6599 -1.2501 1.2 1.2 -0.5
C -0.0907 1.5895 0.0046 -0.5 -2.4 0.5
C -0.0265 0.4492 0.7271 -1.0 0.3 -0.6
C -0.4548 -0.4889 1.7673 -0.1 -1.0 0.7
C 0.3204 -1.0073 0.5073 0.8 3.2 1.9
N -0.5408 -1.6179 -0.5285 1.8 0.2 0.6
H 0.1948 2.1380 -2.1595 1.0 -0.2 1.6
H 1.0237 0.6734 -1.5779 0.0 -0.3 0.0
H 1.7052 2.1399 -0.8826 -1.7 -0.2 -1.4
H -0.7783 2.3791 0.2676 0.3 0.3 0.4
H 0.0944 -0.5601 2.7471 -0.4 0.2 -1.2
H -1.5152 -0.8775 1.9146 1.2 0.8 -0.5
H 1.4064 -1.1916 0.5883 -0.9 -0.9 -0.4
H -1.1717 -2.1921 -0.0138 -1.3 -0.5 -0.1
H 0.0835 -2.2300 -1.0306 -0.1 -0.3 -1.0
H -0.9575 -0.8636 -1.0810 -0.2 -0.5 -0.2
```
Positions in Å, forces in eV/Å.

Its spin multiplicity is 1. As for the net charge: +1. The calculated total energy is -6827.826 eV. The structure (SMILES) is C/C=C1/C[C@H]1[NH3+]. For the highest occupied orbital energy, the calculation gives -13.689 eV. The value obtained for the max |F| is 3.8 eV/Å.